Record 1
DFT (ωB97M-V/def2-TZVPD) results for a cluster of 5 separate species, C24H43ClN7O6S in total.

```
82
Properties=species:S:1:pos:R:3:mulliken_charge:R:1
C 2.565 2.832 2.424 -0.8631
S 0.913 3.573 1.915 1.2144
O 0.045 2.417 1.480 -0.4845
O 0.344 4.288 3.120 -0.6002
C 1.292 4.725 0.509 -0.0249
C 2.660 4.951 -0.229 -0.2720
N 2.308 5.993 -1.177 0.1773
C 3.447 6.475 -2.026 -0.6619
C 4.509 7.184 -1.035 -0.5116
C 3.850 8.213 0.001 -0.3058
Cl 3.389 9.831 -0.761 -0.1785
C 0.944 6.440 -1.160 0.0447
N 0.358 5.644 -0.118 0.3634
C -1.065 5.937 0.153 -0.2666
C -1.355 6.946 1.328 0.0196
C -2.858 7.293 1.579 -0.5034
C -3.899 6.619 0.648 -0.1402
N -3.662 5.683 -0.404 -0.4660
C -2.285 5.385 -0.621 -0.2818
H 3.420 3.448 1.983 0.2390
H 2.698 2.800 3.554 0.3549
H 2.629 1.765 1.985 0.3361
H 3.666 4.457 -0.033 0.2754
H 3.954 5.560 -2.502 0.2971
H 3.034 7.199 -2.815 0.3546
H 5.080 6.378 -0.436 0.2910
H 5.219 7.804 -1.702 0.3984
H 4.636 8.447 0.815 0.3583
H 2.928 7.818 0.548 0.1041
H 0.476 7.234 -1.824 0.3965
H -0.481 7.365 1.921 0.3410
H -3.161 8.014 2.412 0.3320
H -5.001 6.900 0.841 0.3110
H -2.050 4.647 -1.477 0.3387
C -0.328 -1.043 -2.091 -0.2514
O -0.405 -0.150 -2.918 -0.6308
N -0.618 -0.918 -0.766 0.2630
C -0.499 -2.033 0.152 -0.7175
C -1.057 0.367 -0.259 -1.0900
H -0.005 -2.059 -2.368 0.6333
H -1.476 -2.225 0.603 0.3860
H 0.221 -1.775 0.933 0.3273
H -0.161 -2.932 -0.365 0.0592
H -1.970 0.665 -0.782 0.3129
H -0.282 1.110 -0.455 0.2767
H -1.249 0.311 0.812 0.4366
C 4.869 -1.436 -2.256 0.0062
O 4.598 -1.461 -1.068 -0.5779
N 3.963 -1.337 -3.269 0.2344
C 4.366 -1.311 -4.661 -0.9075
C 2.552 -1.255 -2.945 -1.0145
H 5.911 -1.492 -2.612 0.2745
H 4.026 -0.376 -5.113 0.3104
H 3.907 -2.156 -5.180 0.3160
H 5.451 -1.380 -4.755 0.3166
H 2.380 -0.376 -2.318 0.2824
H 2.262 -2.147 -2.386 0.2909
H 1.953 -1.179 -3.853 0.4598
C -1.002 -5.795 -0.589 0.0671
O -0.393 -5.296 -1.520 -0.6034
N -0.434 -6.357 0.515 0.1675
C -1.230 -6.930 1.581 -0.7417
C 1.012 -6.383 0.627 -0.9444
H -2.103 -5.829 -0.572 0.3311
H -1.009 -6.403 2.513 0.3648
H -0.973 -7.987 1.687 0.3766
H -2.296 -6.842 1.365 0.0589
H 1.392 -5.358 0.599 0.2558
H 1.427 -6.933 -0.221 0.3153
H 1.315 -6.861 1.559 0.3866
C -4.828 -8.613 1.938 0.0657
O -4.297 -9.671 2.214 -0.6016
N -5.935 -8.101 2.548 0.0949
C -6.508 -6.829 2.159 -0.9263
C -6.558 -8.853 3.620 -0.9403
H -4.436 -7.962 1.138 0.3300
H -6.498 -6.155 3.019 0.3349
H -7.538 -6.988 1.830 0.3422
H -5.939 -6.377 1.344 0.3111
H -5.831 -9.003 4.422 0.2979
H -6.866 -9.830 3.240 0.2974
H -7.427 -8.320 4.007 0.3762
```

The spin multiplicity is 1. As for the HOMO-LUMO gap: 6.48 eV. The max |F| comes out at 6.805 eV Å⁻¹. Its total charge is +1.

---

Record 2
DFT (ωB97M-V/def2-TZVPD) results for a structure of composition C24H43FeN7O4S2.

```
81
Properties=species:S:1:pos:R:3:mulliken_charge:R:1
Fe 1.121 0.040 -0.685 1.2437
O 2.491 -1.757 -1.618 -0.6623
C 2.848 -1.568 -2.983 -0.1970
C 1.803 -2.231 -3.876 -1.0427
C 0.379 -1.739 -3.591 0.0623
C 0.140 -0.276 -3.838 0.3443
C 0.233 0.268 -5.117 -0.7859
C -0.103 1.595 -5.318 -0.6570
C -0.556 2.336 -4.237 -0.7451
C -0.611 1.719 -3.002 -0.3427
N -0.250 0.455 -2.793 0.5835
H 3.280 -1.593 -1.073 0.1928
H 3.827 -2.023 -3.178 0.5148
H 2.909 -0.496 -3.216 0.0355
H 1.827 -3.308 -3.700 0.4805
H 2.084 -2.054 -4.914 0.3846
H 0.136 -1.943 -2.546 -0.6611
H -0.305 -2.303 -4.231 0.5137
H 0.557 -0.356 -5.937 0.4666
H -0.030 2.040 -6.297 0.4467
H -0.846 3.368 -4.347 0.4412
H -0.972 2.253 -2.134 0.2492
N 0.145 1.910 0.641 -0.1055
C 0.531 1.862 2.044 0.2828
C -0.490 2.496 3.010 -1.0850
C -1.925 1.949 2.973 -0.5546
C -2.049 0.456 3.323 -0.8341
N -1.291 0.127 4.508 0.0946
C -1.568 0.401 5.758 0.7777
N -0.575 0.290 6.650 -0.3928
N -2.791 0.759 6.190 -0.3581
C 0.970 0.408 2.438 -0.2338
O 1.071 0.161 3.665 -0.8551
O 1.230 -0.382 1.525 -0.6310
H 0.300 2.830 0.243 0.3209
H -0.831 1.655 0.532 -0.1111
H 1.462 2.433 2.146 0.4207
H -0.549 3.565 2.790 0.4543
H -0.084 2.397 4.019 0.4036
H -2.370 2.107 1.989 0.3738
H -2.514 2.531 3.688 0.4248
H -1.623 -0.148 2.516 -0.0611
H -3.104 0.184 3.438 0.5032
H -0.241 0.045 4.257 0.3961
H 0.358 0.114 6.311 0.1933
H -0.717 0.460 7.630 0.1829
H -3.575 0.720 5.561 0.1851
H -2.979 0.821 7.175 0.2156
C 6.145 1.497 -1.197 -1.6604
C 4.644 1.463 -1.169 0.6958
S 3.928 0.411 -0.025 -0.4097
C 3.879 2.261 -1.993 0.2913
C 4.470 3.223 -2.977 -1.4077
S 2.170 2.217 -1.973 -0.0960
H 6.534 0.785 -0.473 0.3926
H 6.517 2.490 -0.940 0.3813
H 6.534 1.241 -2.184 0.3666
H 5.552 3.248 -2.924 0.4024
H 4.080 4.223 -2.793 0.3246
H 4.166 2.940 -3.984 0.2742
C -0.282 -3.515 0.470 -1.0041
N -1.628 -2.985 0.432 0.2600
C -2.718 -3.896 0.709 -0.6794
C -3.906 -3.129 1.276 -0.6040
C -4.269 -2.009 0.311 -0.6709
N -3.096 -1.227 -0.010 0.5359
C -3.327 0.046 -0.653 -0.8283
C -1.824 -1.718 0.004 0.1963
O -0.883 -0.986 -0.327 0.1161
H -0.069 -3.922 1.458 0.4256
H 0.418 -2.704 0.267 0.0494
H -0.153 -4.301 -0.278 0.3448
H -2.368 -4.637 1.432 0.3603
H -3.018 -4.426 -0.206 0.2980
H -3.633 -2.708 2.246 0.1968
H -4.757 -3.796 1.414 0.3870
H -5.007 -1.340 0.766 0.3634
H -4.712 -2.424 -0.606 0.3010
H -3.675 0.787 0.071 0.2489
H -4.073 -0.056 -1.442 0.3922
H -2.385 0.370 -1.091 -0.1171
```

As for the expectation value of S²: 8.77. The spin multiplicity is 6. The calculation puts the energy relative to the best compared isomer or geometry (same formula, charge and spin) at 94.1 kJ/mol. As for the HOMO-LUMO gap (spin up / spin down): 6.97 / 6.44 eV. The max |F| comes out at 1.574 eV Å⁻¹. Its total charge is +1.

---

Look up the max |F| of the second one.
1.574 eV Å⁻¹